No. 1
{"formula": "C56H145N11O13", "method": "ωB97M-V/def2-TZVPD", "lumo_ev": 0.38, "largest_force_ev_per_a": 3.11, "energy_ev": -103420.157, "homo_lumo_gap_ha": 0.312, "relative_energy_kcal_mol": 20.21, "charge": 0, "elements": ["O", "O", "O", "O", "O", "O", "O", "O", "O", "O", "O", "O", "O", "N", "N", "N", "N", "N", "N", "N", "N", "N", "N", "N", "C", "C", "C", "C", "C", "C", "C", "C", "C", "C", "C", "C", "C", "C", "C", "C", "C", "C", "C", "C", "C", "C", "C", "C", "C", "C", "C", "C", "C", "C", "C", "C", "C", "C", "C", "C", "C", "C", "C", "C", "C", "C", "C", "C", "C", "C", "C", "C", "C", "C", "C", "C", "C", "C", "C", "C", "H", "H", "H", "H", "H", "H", "H", "H", "H", "H", "H", "H", "H", "H", "H", "H", "H", "H", "H", "H", "H", "H", "H", "H", "H", "H", "H", "H", "H", "H", "H", "H", "H", "H", "H", "H", "H", "H", "H", "H", "H", "H", "H", "H", "H", "H", "H", "H", "H", "H", "H", "H", "H", "H", "H", "H", "H", "H", "H", "H", "H", "H", "H", "H", "H", "H", "H", "H", "H", "H", "H", "H", "H", "H", "H", "H", "H", "H", "H", "H", "H", "H", "H", "H", "H", "H", "H", "H", "H", "H", "H", "H", "H", "H", "H", "H", "H", "H", "H", "H", "H", "H", "H", "H", "H", "H", "H", "H", "H", "H", "H", "H", "H", "H", "H", "H", "H", "H", "H", "H", "H", "H", "H", "H", "H", "H", "H", "H", "H", "H", "H", "H", "H", "H", "H", "H", "H", "H", "H", "H", "H", "H", "H", "H", "H"], "coordinates": [[5.5313, -2.0433, -2.2444], [1.1834, -1.8644, -3.7938], [-5.7476, 7.6961, 2.3166], [-3.6749, -3.2906, 0.9823], [0.4057, -1.3096, 0.8250], [4.5149, -8.3589, -0.3789], [5.3504, -1.7080, 3.0155], [-3.3414, -1.4023, -4.6882], [-6.2131, -0.1042, 3.4722], [-3.3660, 4.5849, 5.4188], [3.9298, 3.0920, 2.4036], [-0.5570, 4.5191, -6.2717], [0.7578, -0.1839, 5.8139], [-1.0233, 4.2237, -4.9925], [3.9160, -7.2998, -1.1251], [-3.1170, 5.3190, 1.0165], [-1.3062, 4.7938, 3.4864], [7.0200, -0.9237, -0.2158], [1.5940, 4.1658, -0.2079], [3.2975, -0.2415, -4.5751], [-6.3694, -2.9773, 1.2214], [-3.6742, -3.7545, -1.6345], [-0.6964, 2.2789, 0.5627], [-0.2460, -2.4443, 4.3215], [2.7106, -8.8340, -2.6347], [-2.6420, -3.9802, 1.6969], [0.3049, 0.0076, 0.2303], [-3.1876, 3.2431, -5.8993], [-4.5391, 5.7781, 1.2706], [1.3043, -2.1103, 0.1306], [-1.4403, 3.5720, 4.2551], [-6.7923, 7.6671, 1.2994], [-3.5009, -2.6333, -3.9180], [4.2873, -1.5832, -2.8318], [-0.8110, 2.9460, -2.8431], [-0.2375, 3.1617, -4.2842], [-3.0037, 5.6769, -5.1057], [5.1034, 0.2700, 0.8400], [-2.0711, 3.9126, 5.6544], [2.6897, 3.5090, 1.8963], [-5.5214, 1.1225, 3.6208], [0.0840, -1.7152, -4.7079], [4.1558, -5.7902, 0.8243], [3.3369, -5.1787, -3.0105], [1.1872, 3.7746, -4.0590], [2.8285, -6.5228, -3.2730], [5.8536, -5.6539, -0.9973], [2.8355, 3.7117, 0.3377], [5.7302, -1.9894, 1.5903], [4.6423, 0.9491, -2.9657], [4.4772, -0.3728, -3.7383], [-2.1671, 0.3445, 0.9898], [-5.7592, -0.9213, 2.4212], [3.6662, -7.5895, -2.5447], [-0.5202, -0.8225, 6.0700], [-1.0596, -1.2492, 4.7747], [-0.7303, 0.8986, 0.9564], [-2.5098, 4.1894, -4.8614], [-0.3114, 1.8099, -5.0456], [6.2856, -0.6526, 1.0795], [1.5318, 0.1174, 6.9343], [-2.2728, 2.5770, -2.8019], [-1.8325, -2.2178, -1.9283], [-2.5613, -1.5695, 4.7648], [-3.2710, -2.5231, -2.3480], [-5.1539, 4.7690, 2.2554], [4.5658, -2.6644, 3.6706], [-6.5883, -2.2327, 2.4398], [4.8966, -7.9606, -3.4078], [4.3703, -5.9986, -0.7312], [-4.4969, 7.1805, 1.8874], [3.7973, 4.7637, -0.1159], [3.4661, -4.9812, -1.4926], [-0.1091, 2.8018, 4.4018], [-3.9335, 5.1933, 6.5555], [6.4655, -2.5719, -3.2034], [-6.3124, -3.0862, 3.6577], [4.0048, 2.6594, 3.7353], [-3.0169, 3.6876, -3.4809], [-4.3383, -0.3773, -4.4495], [-2.3790, -4.8257, 1.0612], [-0.5166, 3.7594, -2.1800], [3.4516, 5.7442, 0.2114], [-0.3716, -1.7129, 6.6809], [-4.4102, -0.0424, -3.4147], [3.3339, 0.6583, -5.0325], [4.0777, -2.5321, -3.3255], [-4.0004, -1.7752, -2.0368], [4.7106, 1.7885, -3.6577], [-0.6167, 5.3155, 4.0083], [2.6573, -4.5021, -3.5286], [6.9278, -0.1230, 1.7833], [3.3335, 1.8390, 3.9890], [-5.8563, 1.7789, 4.4240], [-4.1461, 0.5168, -5.0426], [-3.0344, 4.4754, 0.4673], [-4.0031, 7.8078, 1.1454], [1.8467, -8.6145, -2.0075], [-0.3308, -2.5292, 3.3187], [1.7938, 3.1279, -3.4251], [6.4249, -1.3690, -0.8997], [4.2469, -4.8098, 1.2919], [-3.2344, 4.5509, -2.8521], [4.4953, -8.2939, -4.3649], [-1.0699, -2.9472, -2.2015], [-2.6674, 5.1488, 1.9047], [5.3756, 1.0434, 0.1217], [-4.7515, 4.7710, 3.2684], [-1.2757, 1.3023, -5.0716], [7.2169, -0.0874, -0.7469], [4.7925, 4.5680, 0.2834], [-5.3107, -0.6768, -4.8404], [4.7409, 0.7615, 1.7428], [-0.2363, 5.4188, -6.1746], [5.3250, -0.5353, -4.4038], [3.1320, -6.1002, 1.0337], [-0.2909, 2.0656, -2.4656], [1.1199, -2.2726, -0.9313], [4.6381, -2.4077, 4.7275], [0.2128, 2.6697, 0.3604], [1.8120, 3.9369, -4.9373], [2.4641, -4.9706, -1.0636], [6.0018, -4.6919, -0.5067], [-2.1845, 5.1040, 3.8768], [-1.1992, -0.1582, 6.6045], [1.1758, 4.7326, -3.5391], [5.5649, -8.6761, -2.9286], [-6.1972, 5.0726, 2.3413], [-1.7729, -3.3225, 1.7133], [-2.3943, 0.1276, -0.0540], [0.4156, -1.6001, -5.7399], [-4.4920, 0.8820, 3.8864], [7.1156, -3.1799, -2.5743], [3.5485, -2.6837, 3.2797], [-5.4485, 1.6267, 2.6572], [-0.9180, -0.4473, 4.0501], [-0.9376, 2.8175, 1.3824], [3.6935, 3.5659, 4.2544], [-5.0918, 5.8339, 0.3328], [3.7647, -3.9610, -1.2515], [-0.4374, 0.9247, 2.0060], [-2.1395, 2.9257, 3.7246], [2.4556, 0.6618, 6.7387], [-4.0352, 3.3170, -3.5980], [1.3666, -3.0908, 0.6026], [-3.5423, -3.4343, 0.0425], [4.9294, -2.3795, 0.9621], [0.9151, 0.8665, 7.4310], [3.1985, -9.6356, -2.0802], [-5.8480, -0.3523, 1.4958], [-2.0717, -0.5786, 1.5615], [4.3146, -5.0170, -3.4643], [-2.9030, 1.0587, 1.3594], [-4.5324, -2.9457, -4.0805], [7.0304, -1.8595, -3.8047], [-0.4522, -0.7807, -4.5430], [-0.0240, -0.0510, -0.8072], [-6.4210, -2.3200, 4.4253], [-5.3260, -3.5371, 3.5488], [-2.9044, 3.4697, -6.9272], [2.4139, 4.4365, 2.3980], [-4.6009, 4.5238, 7.0982], [-1.5279, -1.2238, -2.2557], [-3.2571, 5.6058, 7.3041], [-3.1042, -0.6560, 5.0070], [1.8446, -1.1898, -3.9651], [-3.1646, -4.4929, -2.0985], [-2.8339, -2.0036, 3.8028], [-2.6261, -2.3075, 5.5644], [1.2090, 0.6161, 0.2063], [6.0517, -5.5047, -2.0587], [2.3462, -9.1141, -3.6231], [-1.7524, -2.0416, -0.8557], [1.7662, -6.5416, -3.0295], [-0.1123, 1.9251, -6.1110], [6.5008, -2.7603, 1.5893], [3.1717, -0.8691, -5.3563], [6.0908, -3.2047, -4.0079], [1.6245, -0.7224, 7.6230], [-4.6946, -1.0609, 2.6090], [1.7210, 4.3678, -1.1893], [-6.8414, -3.8640, 1.3266], [5.0263, -3.6305, 3.4637], [5.6328, 0.9094, -2.5126], [2.9436, 2.7438, -0.1519], [-4.5880, -4.0349, -1.9608], [1.8852, 2.8355, 2.1919], [0.7413, -2.2698, 4.4436], [3.7633, -8.7305, 0.0887], [0.4808, 1.1926, -4.6220], [-2.5174, 1.6695, -3.3539], [-1.3584, 4.4124, 6.3105], [0.2926, 2.5001, 3.4345], [-5.3891, -3.2059, 1.3040], [-4.0562, 5.7512, -4.8324], [-2.9001, -3.4052, -4.3991], [-2.7269, 2.4962, -1.8143], [-0.5745, -2.5836, -4.6905], [2.9242, -6.5783, -4.3574], [-7.1051, 6.6701, 0.9892], [3.5130, -1.2788, -2.1276], [-2.8760, 6.0142, -6.1343], [1.3397, 5.0780, 0.1432], [-4.2742, 3.3136, -5.8503], [-2.3392, 6.3632, -4.5808], [-2.8613, 2.2227, -5.6983], [-3.1052, -4.1263, 2.6727], [-0.1521, 1.9647, 5.0986], [-7.5858, 8.2614, 1.7523], [-6.4827, 8.1997, 0.4002], [0.6877, 3.3990, 4.8453], [4.2780, -0.2649, 0.3703], [6.4491, -6.4349, -0.5244], [3.8712, 4.7645, -1.2034], [-4.5544, 6.0527, 6.3024], [4.7362, -6.4577, 1.4611], [-5.1144, 3.7349, 1.9129], [-7.6255, -1.8983, 2.4632], [-2.3808, 3.0259, 6.2076], [2.2634, -1.5956, 0.1867], [-7.0622, -3.8071, 3.9836], [-3.8163, 7.0163, 2.7228], [3.9291, 1.1141, -2.1580], [5.5605, -7.1456, -3.6960], [4.9978, 2.3413, 4.0528]]}

No. 2
{"formula": "C56H148AsF6N9O9", "method": "ωB97M-V/def2-TZVPD", "lumo_ev": -13.95, "largest_force_ev_per_a": 3.27, "energy_ev": -169356.393, "homo_lumo_gap_ha": 0.283, "relative_energy_kcal_mol": 78.49, "charge": 8, "elements": ["As", "F", "F", "F", "F", "F", "F", "O", "O", "O", "O", "O", "O", "O", "O", "O", "N", "N", "N", "N", "N", "N", "N", "N", "N", "C", "C", "C", "C", "C", "C", "C", "C", "C", "C", "C", "C", "C", "C", "C", "C", "C", "C", "C", "C", "C", "C", "C", "C", "C", "C", "C", "C", "C", "C", "C", "C", "C", "C", "C", "C", "C", "C", "C", "C", "C", "C", "C", "C", "C", "C", "C", "C", "C", "C", "C", "C", "C", "C", "C", "C", "H", "H", "H", "H", "H", "H", "H", "H", "H", "H", "H", "H", "H", "H", "H", "H", "H", "H", "H", "H", "H", "H", "H", "H", "H", "H", "H", "H", "H", "H", "H", "H", "H", "H", "H", "H", "H", "H", "H", "H", "H", "H", "H", "H", "H", "H", "H", "H", "H", "H", "H", "H", "H", "H", "H", "H", "H", "H", "H", "H", "H", "H", "H", "H", "H", "H", "H", "H", "H", "H", "H", "H", "H", "H", "H", "H", "H", "H", "H", "H", "H", "H", "H", "H", "H", "H", "H", "H", "H", "H", "H", "H", "H", "H", "H", "H", "H", "H", "H", "H", "H", "H", "H", "H", "H", "H", "H", "H", "H", "H", "H", "H", "H", "H", "H", "H", "H", "H", "H", "H", "H", "H", "H", "H", "H", "H", "H", "H", "H", "H", "H", "H", "H", "H", "H", "H", "H", "H", "H", "H", "H", "H", "H", "H", "H", "H", "H", "H"], "coordinates": [[0.1430, -0.2702, 0.2426], [-0.1077, -0.4230, -1.4881], [-0.2244, -2.0265, 0.4367], [1.9211, -0.7441, -0.0052], [0.5009, -0.2150, 2.0805], [-1.5648, 0.2120, 0.5372], [0.5295, 1.4326, 0.0184], [5.3743, 4.1135, -1.1143], [3.0958, -5.0798, -1.5683], [5.8671, 0.7270, 2.0723], [2.8921, -0.4237, -4.0798], [-8.5515, -3.1554, 3.2210], [-6.1012, 5.5163, -0.6614], [-0.4031, 4.5004, 3.3077], [-4.5126, -2.8035, -5.2259], [0.8084, 0.3057, 5.6815], [-3.7280, 3.6029, -1.5875], [4.9465, -5.4516, -3.9458], [8.5019, -0.4333, 2.0868], [2.3619, -2.3284, 5.7710], [3.3266, 5.8941, -0.8424], [2.4991, -0.0218, -7.1230], [-2.5091, -3.0284, -2.8330], [0.2768, 6.0703, 5.7528], [-5.7591, -2.0877, 2.8876], [-1.5271, -2.3185, -5.1360], [4.5823, 0.3158, 1.6487], [1.6572, -0.7224, -6.0467], [-4.8433, -3.5985, -4.0680], [2.2130, -4.6413, -0.5877], [-3.1142, -1.9243, 3.1273], [5.4482, 2.7330, -1.6627], [-5.9639, -0.7805, 3.7138], [-3.5014, -4.0828, -3.4399], [-0.6902, 3.5027, 2.3673], [6.3673, 0.1887, 3.2668], [2.5171, -1.0041, 6.5606], [-5.1070, 3.9053, -2.1895], [-6.3226, 6.8351, -0.2141], [0.8522, -2.7481, 5.5959], [4.6213, -3.6503, 6.1299], [-5.7944, -4.6279, 3.4608], [5.3420, -4.9303, -2.5713], [-3.1547, -2.4066, -1.5300], [-2.7103, 4.3360, -2.4726], [-4.3767, 3.5766, 1.0434], [-0.0134, -2.7633, 6.8999], [0.3631, 1.3789, 4.8981], [2.4369, 3.7635, -0.2999], [2.0338, 1.4039, -7.4325], [-5.6775, 5.3192, -2.0581], [-6.9425, -2.1308, 1.8150], [4.0743, -4.2048, -1.9578], [2.9395, -2.3008, 4.3340], [-1.4549, 4.9785, 4.1500], [3.5027, 0.3753, -3.0387], [8.0625, -1.3854, 4.3349], [-8.4104, -2.1387, 2.3519], [-2.2263, -1.8745, -3.8363], [-3.4540, 4.0151, -0.0951], [-1.2879, -3.8029, -2.4840], [1.7155, -0.0446, -4.7050], [6.3859, -3.8466, -2.9159], [4.8487, 4.2599, 0.1926], [2.7875, 2.1988, -8.5930], [3.3746, 4.7525, 0.1980], [-0.8732, 6.3376, 4.8229], [-4.3335, -2.1436, 2.1599], [-5.9596, -3.1366, 4.0096], [-1.3635, -4.8208, -1.3326], [-0.3990, 7.2849, 3.7131], [7.4243, -0.9355, 3.0301], [-9.7495, -3.0203, 3.9780], [-1.2163, 4.0533, -2.1933], [-3.4451, 2.0678, -1.6953], [2.4939, -0.9377, -8.3883], [3.9905, 0.1856, -6.5906], [1.1770, -0.8277, -9.1535], [-5.6287, -2.3380, -5.9231], [3.1525, -3.4313, 6.5548], [2.2249, 0.2601, 5.8504], [5.7382, -5.6675, -4.5346], [-3.1776, -1.3563, -3.9574], [5.0575, -4.5491, 6.5658], [-6.8264, -1.2695, 1.1571], [2.3069, 3.6896, -1.3796], [-1.1337, 7.2253, 2.9101], [-8.5459, -1.0994, 2.6512], [-6.6448, 5.4173, -2.5508], [-6.7905, 7.5260, -0.9154], [-3.5273, 5.1026, -0.1038], [-5.2444, -0.6281, 4.5183], [-0.9226, -4.2644, -3.4014], [2.6106, -4.3297, 0.3781], [6.2386, 2.3232, -1.0338], [-5.2890, -2.8494, -3.4137], [9.1671, 0.1483, 2.5760], [5.2772, -2.9106, 6.5890], [0.6171, -0.6769, -6.3697], [0.3826, -0.9763, -8.4220], [4.2134, -0.3085, -2.5744], [2.5337, 1.1233, 6.4399], [2.3890, 6.2696, -0.8463], [4.5382, -4.6535, -4.4108], [0.4844, -3.2125, 7.7593], [-5.9734, -1.5346, -5.2720], [-6.8837, -3.0334, 1.2068], [-2.6148, -1.6374, -0.9778], [-0.8312, -3.4269, 6.6191], [-6.9150, -2.9555, 4.5022], [3.8515, 6.6737, -0.4726], [-3.9856, 2.6934, 1.5484], [3.5538, -1.0208, 6.8970], [5.8060, -5.6322, -1.8784], [1.3823, -3.9753, -0.8212], [-0.5542, -3.0009, -2.4028], [-2.4190, 5.0589, 3.6479], [-2.1433, -2.0896, 2.6602], [3.4082, -0.5433, -8.8316], [-1.5409, 3.8005, 1.7544], [4.5209, -0.7342, -6.3442], [6.0262, -2.8831, -3.2768], [2.7009, -3.2543, 3.8629], [2.5904, -4.3557, 6.4221], [-6.9911, -0.8073, 4.0775], [-0.1808, -1.7155, 7.1493], [4.5915, 2.0731, -1.5259], [-2.7978, 4.2056, -3.5512], [4.5377, 0.6595, -7.4056], [3.1680, 5.1807, 1.1789], [0.3752, 6.9977, 6.1407], [-4.3762, -3.1373, 1.7141], [0.1191, 5.5599, 6.6100], [8.3911, -0.6122, 5.0293], [-3.7247, -4.7913, -2.6422], [7.0033, -3.6069, -2.0501], [4.2874, 0.8163, 0.7264], [-0.8571, 3.0454, -2.4010], [0.8626, -0.3990, -4.1261], [-9.5585, -3.5362, 4.9190], [-0.3875, 8.2797, 4.1585], [0.4948, 2.2934, 5.4765], [9.0288, -1.1734, 1.6454], [-0.8189, 4.3206, -1.2142], [3.9864, -2.0887, 4.1168], [1.8924, -1.7865, -6.0651], [-5.8949, -5.3261, 4.2919], [3.0836, -3.2675, 7.6303], [2.8515, 0.3636, 4.9645], [0.4504, 6.9962, 3.0939], [-3.1674, -2.7091, 3.8818], [2.5758, 2.7256, 0.0027], [-4.2952, 1.4976, -1.3209], [-5.5408, -4.4159, -4.2512], [7.2649, -4.0454, -3.5291], [-2.6263, 1.6486, -1.1106], [4.9057, -3.7745, 5.0850], [-4.2470, -1.4389, 1.3329], [0.9810, 1.5386, 4.0145], [-1.6670, -1.6583, -5.9920], [-1.5955, 4.1921, 4.8916], [-4.7913, -4.7173, 3.0439], [-0.4448, -2.2760, -5.0139], [0.7381, -3.7177, 5.1113], [1.6452, 1.0427, -4.6752], [3.7932, 2.5365, -8.3425], [-0.5432, 4.6015, -2.8525], [7.0131, -1.7720, 2.4651], [1.1028, 5.7971, 5.2399], [-10.6001, -3.4608, 3.4579], [-2.8992, 5.3708, -2.1869], [4.5583, -0.7476, 1.4107], [4.5136, -3.7366, -1.0770], [0.2148, 3.4549, 1.7617], [-1.9093, -3.2956, -5.4314], [-6.4974, -4.8723, 2.6644], [-3.1396, -1.0218, 3.7380], [2.0833, 2.0035, -6.5236], [7.9919, 0.0985, 1.3960], [3.8187, 0.7550, 2.2907], [-5.1422, -3.0548, 4.7261], [4.9621, 3.3190, 0.7310], [3.5707, -3.5433, -2.6627], [2.3599, -1.5706, 3.7694], [-6.4834, -2.9973, -6.0746], [-1.5747, 6.7562, 5.5445], [3.7584, 5.6833, -1.7308], [5.4112, 4.9788, 0.7885], [-0.9233, 2.5562, 2.8552], [-2.4198, 3.6976, 0.0381], [7.4004, -1.9862, 4.9583], [0.5197, -2.0270, 4.8493], [-9.0551, -2.3617, 1.5017], [-7.0999, 6.7004, 0.5380], [-5.4116, -1.9635, -6.9235], [-5.0298, 3.7876, -3.2704], [4.0815, 0.7975, -5.6932], [-5.9128, 0.1352, 3.1247], [1.5804, -5.4964, -0.3494], [1.1151, -1.5122, -9.9995], [-5.8149, 3.2346, -1.7026], [-4.5064, 4.4073, 1.7370], [5.5800, -0.2049, 3.9096], [3.9002, 1.2336, -3.5805], [4.3332, -6.2362, -3.7768], [1.4323, 3.9684, 0.0700], [2.0864, 2.9994, -8.8286], [-5.3983, 7.3342, 0.0770], [-5.2307, 3.1772, 0.4962], [-0.4106, -5.3494, -1.3069], [2.0374, -1.1166, 7.5329], [-1.9773, -5.6884, -1.5752], [2.9336, 1.6163, -9.5027], [6.8815, 1.0399, 3.7131], [2.8002, 0.8139, -2.3300], [2.8268, -1.8815, -7.9563], [-3.3695, 1.7554, -2.7369], [-1.5494, -1.3036, -3.2008], [0.9522, 1.4204, -7.5662], [-0.6145, 1.3324, 4.4183], [5.8367, 2.7622, -2.6807], [-1.5218, -4.4718, -0.3122], [-10.1253, -2.0071, 4.1207], [-5.0581, 6.0378, -2.5948], [-3.0181, -4.7000, -4.1972], [-3.4945, -3.1498, -0.8086], [-3.9233, -1.6805, -1.7945], [8.8482, -2.1288, 4.2009], [1.0218, 0.1246, -9.6606]]}